1.
18
Properties=species:S:1:pos:R:3 method="wB97M-V/def2-TZVPD" total_energy_ev=-20852.805 lumo_energy_ev=3.0 homo_ha=-0.045 charge=-1
Hg -0.236 0.081 -0.089
P 0.330 -2.229 -1.140
O 2.339 0.026 0.675
C -0.384 1.862 0.868
C -2.635 2.284 -0.107
C -2.963 1.028 -0.668
C -1.474 2.629 0.617
C -2.208 -0.094 -0.682
H -3.399 3.063 -0.194
H -0.746 -2.793 -1.896
H 0.445 2.239 1.487
H -2.572 -1.046 -1.104
H 2.945 -0.736 0.667
H -3.966 0.991 -1.126
H -1.498 3.657 1.020
H 2.795 0.687 1.226
H 1.420 -2.198 -2.067
H 0.685 -3.266 -0.216

2.
114
Properties=species:S:1:pos:R:3 method="wB97M-V/def2-TZVPD" total_energy_ev=-192753.378 lumo_energy_ev="-3.0 / -3.0" s_squared=2.0238 multiplicity=3 homo_ha="-0.290 / -0.282"
Cu 11.088 1.145 -24.704
Cu 3.376 3.661 -25.689
S 7.482 -1.334 -17.601
S -0.705 2.642 -25.203
S 7.242 2.533 -24.938
O 8.255 2.651 -23.872
O -1.373 1.746 -26.154
O -0.083 3.690 -26.003
O 12.344 4.927 -25.252
O 7.970 1.753 -25.883
O 6.001 1.899 -24.586
O 3.139 7.555 -27.319
O 6.770 3.765 -25.557
O 7.740 -2.757 -17.858
O 8.395 -0.567 -16.811
O 13.770 0.686 -27.885
O 3.948 5.902 -21.847
O 5.929 -1.088 -17.143
O 3.740 1.747 -29.038
O 0.505 2.123 -24.589
O 13.631 0.572 -21.587
O 7.205 -0.551 -19.020
O -1.683 3.107 -24.217
O 10.594 -2.758 -24.632
C 15.064 0.115 -21.442
C 2.973 5.894 -20.776
C 13.628 5.517 -24.835
C 9.167 -4.605 -24.976
C 10.084 -3.617 -25.725
C 5.096 6.627 -21.528
C 2.457 9.763 -27.710
C 2.629 8.700 -26.608
C 4.055 8.098 -28.313
C 5.183 0.697 -30.589
C 4.542 7.584 -20.461
C 4.447 1.971 -30.224
C 15.204 0.569 -28.083
C 13.101 1.128 -20.337
C 10.493 -3.442 -23.419
C 13.144 0.685 -29.169
C 4.378 -0.376 -29.833
C 5.877 -0.223 -19.191
C 15.051 -0.209 -19.915
C 5.080 -1.004 -18.216
C 14.143 0.129 -30.152
C 13.573 7.017 -25.277
C 15.331 -0.394 -29.274
C 9.098 -4.007 -23.570
C 3.519 9.416 -28.758
C 3.490 6.866 -19.778
C 11.625 6.032 -25.977
C 12.664 6.987 -26.410
C 14.161 0.827 -19.269
C 3.270 0.410 -29.139
H 5.119 0.633 -31.675
H 15.215 -1.424 -28.938
H 14.491 0.923 -30.813
H 9.472 -3.086 -26.454
H 15.268 -0.749 -22.075
H 2.329 0.271 -29.671
H 15.863 0.831 -21.633
H 6.231 0.616 -30.303
H 4.228 -0.430 -17.852
H 4.871 -2.023 -18.543
H 14.730 1.726 -19.033
H 12.369 7.950 -26.828
H 12.126 0.697 -20.106
H 5.272 2.676 -30.121
H 13.201 6.527 -27.240
H 14.484 5.098 -25.365
H 8.474 -3.117 -23.494
H 4.290 10.186 -28.735
H 3.782 2.355 -30.997
H 3.079 0.083 -28.117
H 8.181 -4.694 -25.432
H 5.038 8.286 -27.880
H 3.906 6.329 -18.926
H 10.898 -4.114 -26.252
H 14.561 7.382 -25.558
H 1.655 8.388 -26.232
H 5.017 -0.832 -29.077
H 14.527 -1.158 -19.802
H 5.926 6.073 -21.089
H 12.887 1.716 -29.410
H 10.654 -2.855 -22.514
H 5.564 -0.477 -20.204
H 11.004 6.575 -25.265
H 1.511 9.618 -28.233
H 13.763 0.460 -18.323
H 5.316 7.829 -19.734
H 2.619 7.404 -19.405
H 4.166 7.407 -29.148
H 13.740 5.331 -23.767
H 12.873 2.175 -20.533
H 2.850 4.888 -20.374
H 5.535 7.238 -22.317
H 16.039 -0.367 -19.482
H 10.990 5.679 -26.789
H 2.565 10.761 -27.286
H 3.111 9.476 -29.767
H 12.174 0.197 -29.254
H 11.263 -4.202 -23.283
H 5.742 0.834 -18.960
H 9.613 -5.595 -24.884
H 13.839 -0.646 -30.855
H 16.256 -0.156 -29.800
H 13.191 7.610 -24.446
H 8.785 -4.649 -22.747
H 4.202 8.522 -20.902
H 2.053 6.259 -21.232
H 4.121 -1.103 -30.604
H 3.285 9.022 -25.798
H 15.555 1.559 -28.372
H 15.827 0.301 -27.229

3.
174
Properties=species:S:1:pos:R:3 method="wB97M-V/def2-TZVPD" total_energy_ev=-171693.468 lumo_energy_ev=1.5 homo_ha=-0.172 charge=-1
Cl -3.137 6.937 -1.993
Cl 2.845 0.896 -0.510
S 6.713 3.550 0.153
S 8.860 2.344 -1.545
S -2.883 4.903 -2.135
Al 1.942 2.041 -2.251
F -5.429 -0.286 -12.701
F -13.816 0.878 9.601
F 11.997 -3.272 -1.035
F -10.623 -4.493 8.242
F -9.950 1.342 2.986
F 0.139 3.246 -6.864
F 6.746 -5.908 0.827
F 10.440 -11.284 3.716
F -3.995 0.100 -0.357
O -4.131 4.272 -2.426
O -1.852 4.633 -3.063
N 6.639 3.438 -2.525
N 2.516 3.837 -2.011
C 4.107 1.153 -4.245
C -10.465 -2.099 5.152
C -2.416 4.397 -0.490
C -1.638 3.294 -8.396
C -7.821 1.386 0.344
C -10.720 -0.875 3.097
C -4.460 0.005 -10.576
C 2.580 1.135 -3.936
C 7.718 -8.048 0.788
C 8.670 -3.194 0.381
C -13.516 -2.351 8.528
C -17.296 0.760 10.550
C -10.119 0.212 3.699
C -9.865 -0.992 5.738
C 8.361 -7.754 3.475
C -1.948 4.031 -6.117
C 9.914 -3.670 -0.012
C -10.889 -2.039 3.831
C 1.327 4.393 -4.170
C -14.110 -4.590 9.177
C -1.947 -0.230 -11.738
C 7.388 -6.897 1.476
C -3.275 4.318 -6.400
C -6.863 2.277 -0.120
C 7.181 6.785 -3.830
C -5.250 0.524 -0.127
C -6.188 -0.381 0.331
C -17.662 2.083 10.343
C -15.080 1.276 9.845
C 12.092 -13.461 6.077
C 10.783 -2.812 -0.653
C 6.097 4.818 -2.589
C 13.269 -12.756 6.291
C -15.996 0.348 10.296
C -4.321 -0.201 -11.934
C 4.840 2.470 -3.966
C 7.701 -6.731 2.810
C -11.887 -4.090 8.485
C -16.724 2.999 9.886
C -0.071 1.886 -1.958
C 10.123 3.200 -0.562
C 8.708 -8.919 2.803
C 8.386 -9.061 1.460
C -1.972 2.933 -0.527
C -3.788 4.090 -7.671
C -12.813 -5.013 8.927
C -2.064 -0.026 -10.371
C 10.451 -1.498 -0.915
C 9.894 3.309 0.951
C 9.203 -1.030 -0.526
C 6.794 7.854 -4.868
C 5.537 2.439 -2.616
C -3.320 0.088 -9.791
C 8.314 -1.877 0.124
C -14.463 -3.262 8.976
C -2.969 3.576 -8.667
C -5.565 1.849 -0.354
C 13.488 -11.554 5.633
C -12.216 -2.765 8.284
C -3.083 -0.323 -12.530
C 7.306 3.192 -1.311
C -7.482 0.059 0.571
C -15.420 2.597 9.638
C 11.176 3.103 1.764
C 11.372 -11.770 4.564
C 6.390 5.480 -3.951
C 11.131 -12.965 5.209
C -9.684 0.173 5.008
C 1.863 4.871 -2.834
C -1.151 3.525 -7.125
C -0.454 2.824 -0.815
C 12.535 -11.055 4.758
H -3.368 3.392 -9.656
H -18.677 2.400 10.539
H 4.836 2.587 -1.798
H 8.607 -7.640 4.523
H -12.518 -6.044 9.069
H 7.430 -5.812 3.314
H 11.311 2.042 1.937
H 10.309 4.174 -0.997
H -2.168 2.570 0.478
H 9.227 -9.714 3.322
H -13.790 -1.318 8.367
H 11.073 3.620 2.707
H -9.212 1.043 5.443
H 1.028 5.270 -4.745
H 7.981 -3.853 0.888
H -0.969 -0.316 -12.192
H 1.058 5.390 -2.304
H 8.247 6.586 -3.892
H 7.454 -8.141 -0.257
H -1.619 5.050 -0.154
H 12.689 -10.123 4.229
H -5.448 0.100 -10.145
H 11.161 -0.854 -1.417
H 6.506 5.454 -1.819
H -4.826 4.311 -7.884
H -8.832 1.724 0.530
H 5.452 5.734 -4.436
H -17.008 4.029 9.721
H 8.658 -9.966 0.932
H -11.050 -0.805 2.068
H -15.691 -0.680 10.445
H -3.248 4.578 0.180
H 2.059 1.487 -4.826
H 5.958 7.556 -5.487
H -5.904 -1.412 0.495
H 11.922 -14.400 6.586
H -18.025 0.046 10.910
H -10.602 -3.008 5.722
H -8.226 -0.636 0.937
H -1.545 4.198 -5.127
H -4.807 2.533 -0.710
H 6.889 4.785 -4.617
H 7.648 8.129 -5.476
H -0.089 3.824 -1.050
H 10.204 -13.494 5.033
H 2.301 0.086 -3.827
H 2.614 5.638 -3.072
H -3.910 4.719 -5.620
H 12.041 3.464 1.214
H 4.599 0.314 -3.767
H -3.014 -0.488 -13.597
H 14.015 -13.145 6.972
H 8.928 0.001 -0.731
H 7.029 7.215 -2.845
H -2.545 2.363 -1.247
H -9.535 -1.036 6.768
H 0.095 2.502 0.064
H 14.402 -11.002 5.802
H -3.411 0.246 -8.724
H 5.017 4.746 -2.503
H -11.352 -2.902 3.372
H 0.454 3.752 -4.088
H 2.331 4.092 -1.045
H 5.970 1.450 -2.499
H 9.141 2.587 1.228
H 11.024 2.615 -0.720
H 5.634 2.594 -4.704
H 2.086 3.898 -4.763
H 6.491 8.773 -4.374
H -14.847 -5.300 9.529
H 10.208 -4.695 0.173
H 4.212 0.965 -5.315
H -7.126 3.311 -0.302
H -0.236 0.871 -1.595
H -0.981 2.898 -9.160
H 9.458 4.278 1.166
H -0.662 2.051 -2.857
H -15.478 -2.939 9.169
H -11.462 -2.070 7.942
H 4.176 3.319 -4.077
H 7.343 -1.509 0.428
H -1.177 0.044 -9.755
H -14.672 3.296 9.288